(1)
DFT (the ωB97M-V functional and the def2-TZVPD basis) results for a molecular structure, C3H8NO2 in a non-equilibrium geometry.

## Properties
E_LUMO, eV: -3.666
Frontier orbital gap, eV: 11.44
Net charge: +1
HOMO level, eV: -15.1
E_tot, eV: -8815.9789
Relative energy (zero: lowest compared OMol25 entry of this formula, charge and spin), eV: 3.973
Largest force on an atom, hartree/bohr: 0.0931
2S+1: 1

Last column: Löwdin charge in e.
Atoms and positions in Å:
C: -1.43 -1.51 -0.01  -0.114
C: -0.02 -0.68 -1.15  -0.050
C: 1.98 1.83 1.14  -0.028
N: -1.00 -0.07 -0.16  0.123
O: -0.28 -1.97 -0.59  -0.035
O: 1.01 1.45 0.55  -0.060
H: -1.57 -1.89 1.07  0.190
H: -2.25 -1.44 -0.79  0.165
H: -0.25 -0.62 -2.15  0.119
H: 2.50 1.19 1.91  0.124
H: 2.23 2.93 1.02  0.121
H: -1.63 0.58 -0.49  0.136
H: -0.35 0.48 0.49  0.137
H: 1.05 -0.28 -0.84  0.172

---

(2)
DFT (the ωB97M-V functional and the def2-TZVPD basis) results for a gas-phase ion, C3H8NO2 (charge +1) in a non-equilibrium geometry.

## Properties
E_LUMO, eV: -3.401
Frontier orbital gap, eV: 12.54
Net charge: +1
HOMO level, eV: -15.9
E_tot, eV: -8818.5763
Relative energy (zero: lowest compared OMol25 entry of this formula, charge and spin), eV: 1.376
Largest force on an atom, hartree/bohr: 0.0855
SMILES: C[NH2+]CC(=O)O
2S+1: 1

Last column: Löwdin charge in e.
Atoms and positions in Å:
O: 0.47 2.07 1.76  0.188
C: 0.43 1.50 0.59  -0.493
C: 0.35 -0.12 0.76  -0.021
N: 0.31 -0.62 -0.66  -0.022
C: -0.95 -1.39 -0.99  -0.015
O: 0.39 1.89 -0.53  0.145
H: 0.63 3.03 1.63  0.168
H: 1.25 -0.38 1.43  0.163
H: -0.53 -0.39 1.42  0.154
H: 1.13 -1.33 -0.82  0.230
H: 0.49 0.27 -1.16  0.132
H: -0.94 -1.52 -2.16  0.145
H: -1.21 -2.32 -0.41  0.122
H: -1.81 -0.70 -0.84  0.105

---

Question: What is the frontier orbital gap in the first record?
Answer: 11.44 eV

---

Question: Look up the largest force on an atom of the second one.
Answer: 0.0855 hartree/bohr